[1]
108
Properties=species:S:1:pos:R:3:forces:R:3:mulliken_spin:R:1 method="wB97M-V/def2-TZVPD" e_lumo_ev="4.14 / 4.14" multiplicity=6 total_charge=-2 homo_ev="-0.6183 / -2.2080" fmax_ha_per_bohr=0.0712
Mn -0.327 -20.416 10.937 0.97 -0.26 0.87 4.511
C -0.486 -19.905 12.947 0.17 1.40 -0.10 -0.258
H -0.835 -18.838 12.968 0.03 -0.90 -0.26 0.019
H 0.545 -19.900 13.226 0.25 0.02 0.21 -0.086
C 1.759 -18.639 15.390 -0.66 1.33 -0.49 -0.003
C 2.552 -19.508 14.437 1.50 1.60 -0.98 0.002
C 3.710 -20.161 15.228 0.16 -0.44 -0.77 0.000
C 3.082 -18.727 13.129 0.19 -0.03 1.68 -0.002
C 3.092 -17.290 13.125 0.12 -2.60 -0.91 0.001
C 3.687 -16.653 12.028 -0.82 1.20 1.80 0.002
C 4.377 -17.368 11.117 0.44 -0.78 -1.78 -0.004
C 4.294 -18.759 11.041 0.84 -1.28 -0.03 0.017
C 4.956 -19.526 9.863 1.02 1.26 -0.39 -0.007
C 4.045 -19.598 8.604 2.04 1.10 -0.38 0.022
C 6.232 -18.752 9.500 1.03 -0.33 0.70 0.000
C 3.666 -19.479 12.059 -1.36 2.10 0.07 -0.009
N 3.289 -20.814 11.814 -0.13 -0.89 -0.03 -0.010
B 2.001 -21.254 11.275 -1.71 0.84 0.79 -0.370
N 2.173 -22.655 11.076 0.29 -1.88 -0.17 0.043
C 3.503 -23.001 11.380 0.40 1.62 0.54 0.008
C 4.177 -21.903 11.830 -2.18 -0.16 -0.81 -0.001
C 1.225 -23.701 10.674 0.69 2.15 -0.65 -0.003
C 0.469 -23.487 9.490 0.49 -1.52 -0.63 0.002
C -0.260 -24.571 8.959 0.16 0.71 -0.23 0.004
C -0.411 -25.798 9.574 0.56 0.49 1.88 -0.001
C 0.222 -25.862 10.834 -0.07 0.51 -0.24 0.002
C 1.075 -24.861 11.402 -2.28 -1.40 -1.41 -0.006
C 1.500 -25.167 12.787 2.67 1.14 1.56 -0.001
C 2.438 -26.402 12.791 -0.76 0.24 -0.02 0.000
C 0.378 -25.258 13.788 0.58 -0.57 0.96 0.001
C 0.634 -22.260 8.600 -0.10 -0.13 0.70 0.111
C 1.916 -22.322 7.737 -0.28 3.29 1.58 -0.008
C -0.571 -22.002 7.730 -0.99 0.67 -1.79 -0.002
H 1.485 -19.208 16.252 -0.11 -0.50 0.69 0.001
H 0.797 -18.327 14.939 0.48 -0.05 0.05 0.001
H 2.263 -17.715 15.750 -0.01 -0.62 -0.26 0.000
H 1.875 -20.274 14.127 -0.04 -0.75 -0.24 -0.007
H 4.522 -19.447 15.516 -0.97 -0.36 0.24 0.000
H 4.232 -20.927 14.622 -0.37 0.24 0.15 0.000
H 3.189 -20.695 16.048 0.85 0.39 0.03 0.000
H 2.546 -16.811 13.921 0.10 0.40 -0.14 0.001
H 3.611 -15.568 11.889 0.11 -0.36 0.29 0.000
H 4.892 -16.832 10.320 -0.23 -0.11 0.14 0.000
H 5.441 -20.474 10.135 -1.24 -0.16 0.28 0.001
H 3.563 -18.613 8.485 0.00 -0.40 -0.02 -0.006
H 3.305 -20.328 8.746 -1.02 -0.84 -0.04 -0.017
H 4.669 -19.795 7.655 -0.89 0.01 1.39 0.000
H 6.028 -17.844 8.986 -0.07 0.62 -0.92 0.000
H 6.978 -19.377 8.983 -0.52 0.19 -0.40 0.000
H 6.778 -18.429 10.395 -0.20 -0.12 0.18 0.000
H 3.952 -23.928 11.179 0.14 -1.24 -0.16 0.001
H 5.194 -21.724 12.021 1.10 -0.21 0.36 0.001
H -0.732 -24.440 8.003 -0.20 0.18 -0.20 0.000
H -1.113 -26.560 9.184 0.70 0.42 0.35 0.000
H -0.018 -26.625 11.545 -0.09 -0.85 -0.12 0.000
H 2.162 -24.342 13.168 -0.53 -0.41 -0.56 0.000
H 1.906 -27.293 12.478 -0.23 -0.30 -0.08 0.000
H 2.878 -26.620 13.765 0.07 0.27 -0.01 0.000
H 3.182 -26.211 12.036 0.66 -0.12 -0.11 0.000
H -0.295 -26.008 13.437 -0.86 -0.58 0.18 0.000
H -0.141 -24.342 13.953 -0.50 0.81 -0.28 -0.001
H 0.748 -25.526 14.808 -0.07 -0.09 -0.81 0.000
H 0.741 -21.393 9.312 0.32 -0.53 -0.85 -0.094
H 2.013 -23.128 7.048 -0.10 -0.61 -0.44 0.001
H 2.772 -22.182 8.414 -0.02 -0.84 -0.30 -0.004
H 1.869 -21.296 7.273 0.33 -1.17 -0.49 0.008
H -0.710 -22.749 6.923 0.23 0.09 0.42 -0.001
H -0.562 -21.043 7.149 0.67 -0.49 0.64 0.005
H -1.521 -21.932 8.244 -0.08 -0.30 0.59 0.005
C -4.350 -19.439 20.274 -0.72 0.24 -0.14 0.000
C -4.023 -19.991 18.901 1.33 0.33 -0.11 0.000
C -4.479 -21.240 18.590 0.06 -1.00 -2.47 0.000
C -4.014 -21.874 17.391 -1.63 1.08 1.74 0.000
C -3.128 -21.241 16.559 0.56 -2.56 -0.53 0.004
C -2.697 -19.959 16.798 -0.74 1.05 0.77 -0.005
C -3.138 -19.332 17.964 -0.96 -0.95 0.71 -0.003
S -2.357 -22.403 15.335 -0.16 1.23 -2.74 0.001
O -3.179 -23.599 15.277 -0.24 -0.70 1.78 0.000
O -0.976 -22.470 15.766 -0.10 -0.41 0.75 -0.001
N -2.391 -21.766 13.936 0.16 0.42 0.22 0.000
C -3.673 -21.607 13.273 0.43 1.47 1.45 -0.001
C -3.740 -22.260 11.931 -1.23 -0.16 -0.89 0.002
C -2.925 -21.381 10.966 -1.01 -0.82 0.92 0.082
O -3.405 -20.321 10.533 0.75 -0.66 -0.04 0.013
O -1.734 -21.831 10.846 0.72 0.68 -1.00 -0.010
H -5.481 -19.329 20.409 1.58 0.23 -0.09 0.000
H -3.782 -18.515 20.323 -0.53 0.57 0.46 0.000
H -3.976 -20.057 21.117 -0.20 0.04 -0.68 0.000
H -5.304 -21.720 19.107 0.28 0.01 0.46 0.000
H -4.510 -22.783 17.093 0.52 -0.40 -0.07 0.000
H -2.164 -19.385 16.053 0.45 -0.23 -0.01 0.004
H -2.845 -18.313 18.151 0.13 0.26 0.18 0.000
H -1.108 -20.616 13.509 0.07 -0.03 -0.45 -0.003
H -3.761 -20.487 13.028 -0.64 -1.26 0.81 -0.001
H -4.441 -22.028 13.966 -0.17 0.68 -0.76 0.000
H -4.797 -22.234 11.627 0.11 0.11 -0.11 -0.001
H -3.475 -23.312 12.040 0.54 0.13 -0.39 -0.001
S 0.597 -18.192 10.618 0.08 1.06 -0.32 0.016
C 0.515 -17.358 9.105 -0.06 0.07 -1.80 0.087
N -0.714 -16.856 8.668 0.38 -0.49 1.37 0.154
C -0.966 -16.354 7.421 1.11 -0.15 -1.90 0.397
C 0.022 -16.554 6.458 0.12 -0.24 3.11 -0.248
C 1.240 -17.072 6.945 -0.80 1.10 -1.61 0.505
N 1.514 -17.292 8.250 -0.06 -0.89 1.78 0.073
H -1.475 -17.045 9.261 -0.86 -0.22 0.83 -0.016
H -1.923 -15.939 7.191 -0.41 0.12 0.20 0.047
H -0.164 -16.175 5.508 0.06 0.23 -1.72 -0.018
H 2.073 -17.214 6.292 0.44 -0.05 -0.51 0.055

=====

[2]
114
Properties=species:S:1:pos:R:3:forces:R:3:lowdin_charge:R:1 method="wB97M-V/def2-TZVPD" e_lumo_ev=-0.38 homo_ev=-8.0774 fmax_ha_per_bohr=0.0174
Tl 0.501 -0.209 0.189 0.08 -0.08 -0.89 0.906
C -2.669 -4.724 -1.156 0.10 0.01 0.03 -0.092
C -3.138 -3.271 -1.269 -0.04 0.01 -0.02 -0.693
C -4.670 -3.271 -1.330 -0.01 0.00 0.02 -0.088
C -2.596 -2.678 -2.584 -0.03 0.00 0.00 -0.092
P -2.330 -2.241 0.083 0.01 -0.04 -0.06 1.137
C -3.389 -0.727 -0.045 -0.10 -0.02 0.02 -0.291
N -2.731 0.529 0.285 0.05 -0.05 -0.09 0.016
B -1.369 0.942 0.318 0.08 0.10 0.33 -0.582
N -1.349 2.369 0.426 -0.05 -0.04 -0.04 -0.025
C -0.263 3.338 0.475 -0.05 0.09 -0.03 -0.290
P 1.283 2.694 -0.311 0.09 -0.04 0.23 1.128
C 2.578 3.598 0.692 0.02 0.11 -0.03 -0.685
C 2.621 2.864 2.040 0.01 0.02 0.01 -0.097
C 2.325 5.087 0.946 0.02 0.03 -0.03 -0.081
C 3.937 3.418 0.011 0.00 -0.04 0.01 -0.080
C 1.167 3.326 -2.059 -0.05 0.02 -0.04 -0.682
C 1.306 4.837 -2.225 0.03 0.00 -0.02 -0.084
C 2.226 2.595 -2.896 -0.01 0.01 -0.01 -0.075
C -0.208 2.874 -2.577 -0.02 0.05 0.00 -0.080
C -2.675 2.801 0.473 0.03 0.03 0.01 -0.171
C -3.199 4.078 0.597 0.00 -0.01 0.01 -0.010
C -4.582 4.219 0.587 0.01 0.02 0.00 -0.093
C -5.414 3.114 0.455 -0.02 -0.02 0.00 -0.092
C -4.891 1.830 0.340 -0.02 0.02 0.00 -0.007
C -3.514 1.684 0.366 -0.03 -0.03 -0.01 -0.160
C -2.785 -2.889 1.783 -0.05 0.04 0.04 -0.697
C -1.742 -3.939 2.182 0.00 -0.01 -0.03 -0.096
C -2.613 -1.691 2.726 -0.08 0.00 0.06 -0.097
C -4.188 -3.462 1.953 -0.03 0.03 0.02 -0.086
H -3.048 -5.288 -2.012 0.01 0.01 -0.01 0.090
H -3.044 -5.206 -0.254 0.00 -0.01 0.03 0.062
H -1.580 -4.811 -1.163 -0.02 0.02 0.01 0.068
H -4.982 -3.697 -2.288 0.01 -0.02 0.00 0.089
H -5.101 -2.272 -1.273 0.01 0.02 -0.02 0.069
H -5.117 -3.876 -0.543 0.00 0.00 0.02 0.063
H -2.759 -3.396 -3.391 -0.03 0.02 -0.02 0.092
H -1.530 -2.444 -2.558 -0.01 -0.04 -0.02 0.044
H -3.126 -1.763 -2.856 0.02 0.03 0.01 0.082
H -4.277 -0.838 0.587 0.05 0.00 -0.03 0.085
H -3.745 -0.667 -1.077 0.01 0.01 0.00 0.093
H -0.045 3.610 1.513 0.01 -0.02 -0.02 0.081
H -0.592 4.254 -0.025 0.00 -0.03 0.01 0.085
H 1.715 3.020 2.631 -0.01 -0.03 -0.01 0.070
H 3.465 3.240 2.623 -0.02 0.02 0.01 0.094
H 2.762 1.792 1.901 0.01 -0.04 -0.01 0.035
H 1.318 5.291 1.313 -0.01 -0.01 0.02 0.072
H 2.486 5.688 0.052 -0.02 -0.01 0.01 0.065
H 3.023 5.442 1.709 0.02 0.00 -0.01 0.089
H 4.131 2.366 -0.202 0.02 -0.01 -0.02 0.067
H 4.728 3.776 0.675 0.00 -0.01 0.01 0.096
H 4.005 3.982 -0.918 0.00 0.00 -0.02 0.071
H 2.331 5.168 -2.058 0.00 0.00 0.01 0.070
H 0.652 5.396 -1.551 -0.02 -0.01 -0.01 0.074
H 1.035 5.113 -3.248 0.01 -0.01 -0.01 0.089
H 3.243 2.777 -2.552 0.02 0.02 0.01 0.070
H 2.157 2.937 -3.932 0.00 -0.01 -0.01 0.095
H 2.046 1.519 -2.882 0.00 -0.01 0.01 0.068
H -1.033 3.415 -2.107 0.01 -0.01 0.01 0.080
H -0.357 1.801 -2.439 0.00 -0.02 0.00 0.069
H -0.253 3.075 -3.651 -0.01 0.00 -0.01 0.096
H -2.557 4.943 0.698 0.00 0.01 0.00 0.107
H -5.015 5.206 0.679 0.00 0.00 0.00 0.101
H -6.487 3.250 0.441 0.00 0.01 0.00 0.101
H -5.547 0.977 0.229 0.00 0.00 0.00 0.107
H -0.733 -3.526 2.144 0.03 0.02 0.00 0.050
H -1.771 -4.822 1.544 -0.01 -0.04 -0.05 0.068
H -1.932 -4.265 3.209 0.00 -0.01 0.01 0.089
H -1.652 -1.199 2.575 0.03 -0.01 -0.02 0.049
H -2.647 -2.040 3.763 -0.02 0.01 -0.01 0.095
H -3.399 -0.944 2.598 0.03 -0.02 0.02 0.085
H -4.321 -4.389 1.396 0.01 -0.01 -0.01 0.065
H -4.962 -2.760 1.636 0.00 0.00 0.00 0.077
H -4.363 -3.688 3.009 0.01 0.01 0.01 0.088
Se 2.720 -1.122 2.179 -0.02 -0.13 0.27 0.785
Se 1.535 -1.934 4.040 0.11 0.10 -0.03 0.723
C 0.286 -0.493 4.320 0.01 -0.01 -0.01 -0.674
C -0.376 -0.498 5.547 -0.05 0.03 0.00 -0.117
C -1.324 0.479 5.778 0.02 0.01 -0.01 -0.059
C -1.561 1.436 4.798 0.00 -0.01 -0.02 -0.045
C -0.829 1.364 3.628 -0.02 0.01 0.04 -0.130
N 0.079 0.414 3.384 0.04 -0.02 0.00 0.019
C 2.325 -2.625 1.049 -0.11 0.05 -0.04 -0.629
C 3.130 -3.744 1.025 0.00 -0.07 -0.04 -0.065
C 2.794 -4.771 0.146 0.02 0.04 0.05 -0.029
C 1.684 -4.633 -0.663 -0.01 0.01 -0.02 -0.013
C 0.934 -3.469 -0.578 -0.03 0.05 -0.04 -0.120
N 1.252 -2.490 0.262 0.15 -0.08 0.28 -0.022
H -0.147 -1.245 6.295 0.00 -0.03 -0.01 0.101
H -1.867 0.501 6.714 0.00 0.00 0.00 0.112
H -2.292 2.219 4.935 0.00 0.00 0.00 0.109
H -0.984 2.088 2.836 0.00 -0.01 0.05 0.093
H 4.002 -3.803 1.660 0.00 0.01 0.01 0.114
H 3.409 -5.660 0.092 0.00 0.00 0.00 0.116
H 1.407 -5.394 -1.379 -0.01 0.00 0.00 0.120
H 0.085 -3.284 -1.222 0.03 -0.04 0.04 0.078
O 0.762 -2.324 -3.391 0.05 -0.02 -0.06 0.038
C 1.176 -1.389 -2.714 0.02 0.03 0.05 -0.626
O 0.434 -0.573 -2.056 -0.27 0.04 0.03 -0.149
C 2.665 -1.137 -2.650 0.06 0.04 0.10 -0.049
C 3.379 -1.451 -3.786 0.06 0.01 0.00 0.074
C 4.741 -1.200 -3.869 -0.01 -0.04 -0.10 -0.138
C 5.432 -0.676 -2.801 -0.07 -0.03 0.04 0.074
C 4.736 -0.420 -1.641 -0.22 0.01 0.18 -0.057
C 3.317 -0.584 -1.500 0.05 -0.02 0.04 -0.271
O 2.719 -0.234 -0.407 0.28 0.05 -0.17 -0.277
N 5.551 0.063 -0.526 -0.06 0.06 0.01 -0.349
O 5.284 -0.304 0.604 -0.14 -0.08 0.03 0.031
O 6.485 0.796 -0.793 0.05 0.07 -0.01 0.073
N 5.464 -1.509 -5.098 0.02 -0.02 0.00 -0.361
O 6.669 -1.325 -5.108 -0.04 0.00 -0.02 0.064
O 4.826 -1.935 -6.042 0.02 0.01 0.01 0.073
H 2.855 -1.890 -4.623 -0.01 0.00 0.00 0.134
H 6.493 -0.487 -2.858 -0.01 0.00 0.00 0.133